This record from the Open Molecules 2025 dataset describes C69H85BN9O13Y as an isolated structure at a distorted geometry. The level of theory is wB97M-V/def2-TZVPD.

Structure (XYZ):
```
178
Properties=species:S:1:pos:R:3:mulliken_charge:R:1
Y 0.68976 1.91181 5.67948 1.0451
O 0.46340 1.25285 3.14663 2.1606
C 0.39098 0.93576 1.96322 -0.1564
O -0.51242 1.32788 1.07363 -0.5779
B -0.11082 0.67163 -0.21588 0.8426
O 1.14206 -0.04931 0.04040 -0.2742
C 1.48115 0.04869 1.27357 -0.1071
O 2.42987 -0.47837 1.78254 -0.0738
O -0.07351 1.64697 -1.35334 -0.6945
C -0.94149 1.30638 -2.28727 -0.0422
O -1.11480 1.84755 -3.38198 -0.6356
C -1.60382 -0.01740 -1.84586 0.6348
O -1.07496 -0.29328 -0.66352 -0.5070
O -2.54965 -0.56754 -2.50254 -0.3559
C 7.51512 -2.39935 3.23186 -0.8444
C 6.54368 -1.80220 2.22668 0.5822
C 5.19297 -1.87164 2.92325 0.6565
O 5.47134 -2.25949 4.22062 -0.2179
C 6.59249 -3.11461 4.22528 -0.5298
H 8.10742 -1.59791 3.67343 0.2679
H 8.25868 -3.03070 2.74541 0.3741
H 6.53728 -2.38510 1.30566 0.0299
H 6.83761 -0.78280 1.97664 -0.2239
H 4.50871 -2.57083 2.44261 -0.0024
H 4.75242 -0.87694 2.99102 -0.7220
H 6.31689 -4.11229 3.88354 0.3110
H 6.95140 -3.23199 5.24778 0.3459
C -1.80805 -4.36725 1.23795 -1.2076
C -2.64619 -3.18733 0.77872 0.3223
C -2.52225 -2.23878 1.96838 0.4130
O -1.13674 -2.33537 2.35811 0.1684
C -0.67594 -3.66933 1.99474 -0.1184
H -1.46846 -4.99936 0.41745 0.4120
H -2.38785 -4.99747 1.91229 0.3692
H -3.67507 -3.49485 0.59182 0.4948
H -2.23821 -2.71595 -0.11540 -0.3573
H -3.18965 -2.51808 2.78365 0.3184
H -2.81131 -1.22294 1.69894 -0.7580
H -0.36014 -4.21242 2.88548 0.3908
H 0.13896 -3.53656 1.28312 -0.1483
C -5.67802 2.41117 1.55267 -0.6497
C -5.02445 1.61690 0.44819 -0.0313
C -3.54563 1.77120 0.73247 1.0285
O -3.48858 2.66731 1.80362 -0.1300
C -4.70347 3.45190 1.87756 -0.7663
H -5.72703 1.78747 2.44525 0.1577
H -6.62457 2.84208 1.22642 0.4366
H -5.27508 2.00487 -0.53910 0.1770
H -5.40553 0.59616 0.47942 -0.0896
H -2.94764 2.10678 -0.11481 -0.1470
H -3.21553 0.75880 0.96522 -0.6214
H -4.70632 4.34302 1.24988 0.3377
H -4.89531 3.80589 2.89047 0.3839
C 0.48616 -4.05546 -2.08833 -0.3885
C 0.96424 -2.70988 -1.60432 1.6572
C 2.39341 -3.03488 -1.10460 0.5427
O 2.73009 -4.28354 -1.71794 -0.5298
C 1.54930 -5.07958 -1.79032 -0.5432
H 0.23701 -4.04047 -3.14937 0.1609
H -0.42618 -4.32261 -1.55510 0.0987
H 0.27888 -2.26164 -0.88497 -1.4249
H 1.02544 -1.95229 -2.38560 0.4171
H 2.37680 -3.15332 -0.02118 0.1041
H 3.16301 -2.30958 -1.36868 -0.6907
H 1.35612 -5.53074 -0.81706 0.1849
H 1.57710 -5.91925 -2.48478 0.4168
C 5.65454 0.93243 -0.41198 0.7627
C 4.81581 -0.27605 -0.67685 0.3883
C 5.72310 -1.22819 -1.53372 -0.4659
O 6.85358 -0.45703 -1.89427 -0.5119
C 6.57173 0.91134 -1.66334 -0.6763
H 6.22919 0.86966 0.51210 -0.1259
H 5.05343 1.84164 -0.42181 -0.5092
H 3.93343 0.08009 -1.20852 0.1082
H 4.43753 -0.76343 0.22173 -0.2500
H 5.18105 -1.54736 -2.42390 0.3976
H 6.03076 -2.11999 -0.98770 0.2974
H 6.14849 1.26725 -2.60265 0.2452
H 7.52299 1.43850 -1.59047 0.3824
N 2.44060 3.99437 0.64380 0.3628
C 2.57724 3.32300 -0.51219 -0.5544
C 3.14405 3.91120 -1.65580 -0.8644
C 3.33520 5.30563 -1.69861 -0.5852
C 3.16225 5.98271 -0.49785 -0.8937
C 2.70121 5.32789 0.65477 -0.3649
H 2.39416 2.25994 -0.45954 0.7040
H 3.42483 3.24143 -2.45515 0.5113
H 3.69596 5.76283 -2.60812 0.4860
H 3.31929 7.05118 -0.48734 0.4274
H 2.57556 5.76533 1.63418 0.6532
N -1.25800 0.57890 5.47101 -0.0920
C -2.31537 0.78206 4.63931 -0.1387
C -3.47572 -0.02135 4.53593 -0.7790
C -3.47999 -1.17279 5.31592 -0.2940
C -2.38195 -1.54226 6.08091 -0.7531
C -1.33809 -0.61859 6.18756 -0.1502
H -2.35681 1.72051 4.10638 0.5263
H -4.28824 0.30033 3.90132 0.3413
H -4.33037 -1.83185 5.22152 0.4133
H -2.15813 -2.48152 6.56474 0.4793
H -0.58160 -0.89176 6.90833 0.4641
N -8.06585 -2.97339 -1.34502 -0.6029
C -6.68965 -3.22547 -1.33561 -0.4224
C -5.67863 -2.28452 -1.50897 -0.7768
C -6.02825 -0.98118 -1.67397 0.5332
C -7.33906 -0.69771 -1.87205 -0.4736
C -8.34371 -1.66830 -1.74277 -0.4523
H -6.31585 -4.22471 -1.16774 0.3776
H -4.62883 -2.51472 -1.40252 0.4902
H -5.27159 -0.21477 -1.75439 0.5017
H -7.58421 0.26142 -2.30376 0.4072
H -9.35950 -1.35483 -1.93332 0.3836
N -0.76821 -3.33876 -6.06989 -0.5821
C -1.54378 -3.91153 -6.98252 -0.3682
C -2.92207 -3.64338 -7.12627 -0.4010
C -3.56817 -2.77923 -6.22216 -0.8412
C -2.74284 -2.16430 -5.31284 0.0918
C -1.36076 -2.44880 -5.25958 -0.5850
H -0.99712 -4.55708 -7.65397 0.4169
H -3.42693 -4.33430 -7.78517 0.4233
H -4.64670 -2.72714 -6.24359 0.4944
H -3.15663 -1.47606 -4.59069 0.3857
H -0.66912 -2.01253 -4.55409 0.9336
N 1.68492 -0.31682 5.57967 1.1218
C 1.34595 -1.32525 4.70539 -0.3616
C 1.92493 -2.56353 4.67277 -0.9265
C 2.77860 -2.95787 5.64306 -0.5473
C 3.19408 -2.00158 6.59084 -0.6659
C 2.63497 -0.73149 6.50756 -0.8859
H 0.55111 -1.13478 3.99945 0.7207
H 1.62033 -3.23963 3.88758 0.4352
H 3.21959 -3.94351 5.62205 0.4916
H 3.94288 -2.27064 7.32112 0.4851
H 3.01952 0.00122 7.20158 0.4982
N 0.34283 3.86329 4.27049 0.1405
C -0.65349 3.99898 3.28406 0.1339
C -0.82260 5.12889 2.46116 -0.8756
C 0.03987 6.22863 2.67707 -0.2914
C 1.00407 6.14570 3.65432 -0.9708
C 1.06630 5.01158 4.41992 -0.0955
H -1.29225 3.13735 3.15769 0.1135
H -1.57807 5.18636 1.69150 0.5022
H -0.04446 7.08163 2.02005 0.4605
H 1.67894 6.93209 3.95854 0.4675
H 1.94541 4.99147 5.04693 0.3762
N -6.32302 1.66056 -4.02496 -0.2806
C -7.02146 1.79594 -5.15878 -0.2572
C -6.43148 2.03662 -6.45302 -0.5235
C -5.05520 1.98355 -6.50425 -0.4308
C -4.34274 1.70549 -5.34564 -0.2366
C -4.98224 1.52580 -4.12491 -0.3022
H -8.09412 1.85398 -5.04728 0.3742
H -6.99520 2.34272 -7.32189 0.4074
H -4.61966 2.16612 -7.47552 0.4314
H -3.26328 1.70013 -5.37927 0.3966
H -4.47355 1.43072 -3.17697 0.3372
N 2.99369 2.06696 4.74667 0.6472
C 4.13521 1.85309 5.47330 -0.5485
C 5.42937 1.96961 4.95099 -0.7106
C 5.69980 2.17181 3.62372 -0.8317
C 4.58280 2.40348 2.82390 -0.3305
C 3.25920 2.35709 3.42649 -0.6907
H 4.05640 1.75859 6.54627 0.5455
H 6.22465 1.77811 5.65614 0.4538
H 6.71175 2.24152 3.25291 0.5276
H 4.78735 2.54464 1.77288 0.4955
H 2.46540 2.70224 2.78060 0.6449
N -1.65493 0.62744 -7.01993 0.1042
C -1.98325 -0.08411 -8.10816 -0.2803
C -1.24181 -0.07967 -9.29544 -0.8244
C -0.14302 0.78307 -9.38012 -0.2332
C 0.26920 1.44425 -8.23742 -0.7310
C -0.47032 1.26201 -7.08353 -0.1036
H -2.82887 -0.75126 -8.02917 0.5117
H -1.51637 -0.73123 -10.11183 0.4027
H 0.42000 0.75149 -10.30121 0.3740
H 1.25494 1.87514 -8.33255 0.3483
H -0.20195 1.68488 -6.12669 0.4348
```

HOMO-LUMO gap	3.79	eV
total charge	+2
LUMO level	-7.5	eV
DFT total energy	-114667.7294	eV